C3H5IO in the gas phase in a non-equilibrium geometry, computed with ωB97M-V/def2-TZVPD.

```
! wB97M-V def2-TZVPD RIJCOSX def2/J DEFGRID3
* xyz 0 1
C 0.400 -1.196 0.420
C -0.224 0.100 0.075
I -2.836 -0.329 -0.146
C 0.188 1.236 -0.672
O 0.032 1.231 0.764
H 0.084 -1.480 1.393
H 1.369 -0.866 0.791
H 0.309 -1.919 -0.358
H 1.250 1.316 -0.998
H -0.571 1.907 -1.268
*
```

Calculated values
**Electronic energy**: -490.15117 Ha
**LUMO level**: -0.6 eV
**E_HOMO**: -8.97 eV
**F_max**: 3.34 eV/Å
**SMILES**: C[C@]1(I)CO1

=====

C3H5IO3 in the gas phase in a non-equilibrium geometry, computed with ωB97M-V/def2-TZVPD.

```
! wB97M-V def2-TZVPD RIJCOSX def2/J DEFGRID3
* xyz 0 1
C -2.531 1.090 -0.574
C 1.597 -0.954 0.244
C 0.547 -0.011 -0.164
O -2.616 1.799 0.569
O 2.905 -0.560 0.101
O 0.681 1.088 -0.518
I -1.647 -0.935 -0.124
H -3.495 0.647 -1.053
H 1.388 -1.138 1.316
H 1.416 -1.920 -0.258
H 3.481 -1.095 -0.477
H -1.727 1.989 0.936
*
```

Calculated values
**Electronic energy**: -640.55058 Ha
**LUMO level (spin up / spin down)**: -0.1 / -0.1 eV
**E_HOMO (spin up / spin down)**: -6.94 / -6.94 eV
**F_max**: 2.80 eV/Å

=====

C3H5IS in the gas phase in a non-equilibrium geometry, computed with ωB97M-V/def2-TZVPD.

```
! wB97M-V def2-TZVPD RIJCOSX def2/J DEFGRID3
* xyz 0 1
C -0.896 -0.669 0.411
C -0.184 0.443 0.338
C 0.408 0.632 -1.174
S 2.237 0.342 -1.219
I -0.128 2.714 -1.742
H -1.364 -0.890 1.373
H -1.157 -1.345 -0.442
H 0.202 1.324 0.914
H 0.065 -0.172 -1.750
H 2.572 1.487 -0.573
*
```

Calculated values
**Electronic energy**: -813.12240 Ha
**LUMO level**: 0.1 eV
**E_HOMO**: -9.13 eV
**F_max**: 4.82 eV/Å
**SMILES**: C=C[C@H](S)I

=====

A molecular structure, C3H5InO4 in a non-equilibrium geometry, computed with ωB97M-V/def2-TZVPD.

```
! wB97M-V def2-TZVPD RIJCOSX def2/J DEFGRID3
* xyz 2 1
O -2.183 -1.737 -0.911
C -1.828 -0.764 -0.257
O -0.652 -0.795 0.322
O -1.870 0.420 -0.908
H -2.635 0.932 -0.618
C 1.832 0.193 0.349
O 2.001 -0.503 -0.781
C 0.413 0.565 0.696
H 2.501 1.061 0.481
H 1.531 -0.382 1.446
H 0.131 1.409 0.051
H 0.188 0.973 1.686
In 0.573 -1.370 -1.556
*
```

Calculated values
**Electronic energy**: -607.40920 Ha
**LUMO level (spin up / spin down)**: -13.9 / -13.1 eV
**E_HOMO (spin up / spin down)**: -19.77 / -19.94 eV
**F_max**: 7.18 eV/Å

=====

A molecular structure, C3H5KLiO3 in a non-equilibrium geometry, computed with ωB97M-V/def2-TZVPD.

```
! wB97M-V def2-TZVPD RIJCOSX def2/J DEFGRID3
* xyz 2 2
H 2.604 -0.703 0.146
O -0.832 -1.031 -0.721
C -1.159 -0.194 0.292
C -0.305 1.044 0.483
O 0.873 0.729 1.250
C 2.025 0.472 0.698
O 2.022 0.129 -0.536
Li -1.690 -2.849 -0.851
K 0.873 -0.250 -2.695
H -1.301 -0.760 1.237
H -2.213 0.123 0.060
H -0.854 1.761 1.101
H -0.043 1.531 -0.464
*
```

Calculated values
**Electronic energy**: -949.75698 Ha
**LUMO level (spin up / spin down)**: -8.1 / -11.7 eV
**E_HOMO (spin up / spin down)**: -16.49 / -16.27 eV
**F_max**: 2.63 eV/Å
**Expectation value of S²**: 0.755

=====

A molecular structure, C3H5LiO4 in a non-equilibrium geometry, computed with ωB97M-V/def2-TZVPD.

```
! wB97M-V def2-TZVPD RIJCOSX def2/J DEFGRID3
* xyz -1 2
O -1.155 -0.224 0.848
Li -2.282 0.686 2.123
O -3.240 -0.714 1.289
C -2.148 -1.122 0.744
O -1.994 -2.216 0.173
C 0.631 -0.352 -0.228
C 1.499 0.849 -0.231
H 1.050 -1.237 0.264
H 0.216 -0.639 -1.204
H 2.369 0.763 0.438
H 0.953 1.783 -0.027
O 2.389 1.199 -1.753
H 1.712 1.224 -2.436
*
```

Calculated values
**Electronic energy**: -425.78771 Ha
**LUMO level (spin up / spin down)**: 2.1 / 2.0 eV
**E_HOMO (spin up / spin down)**: -2.21 / -3.95 eV
**F_max**: 2.61 eV/Å
**Expectation value of S²**: 0.758

=====

A molecular structure, C3H5LiO4Pb in a non-equilibrium geometry, computed with ωB97M-V/def2-TZVPD.

```
! wB97M-V def2-TZVPD RIJCOSX def2/J DEFGRID3
* xyz 3 2
O -0.149 0.904 -0.552
C 1.232 1.117 -0.598
C -0.963 1.888 -0.681
O 1.924 0.102 -0.371
O 1.701 2.228 -0.833
C -2.376 1.660 -0.759
Pb 3.756 1.395 -0.760
H -0.522 2.873 -0.885
H -2.864 2.466 -0.161
H -2.544 0.717 -0.187
H -2.705 1.955 -1.774
Li 1.585 -1.719 0.140
O -2.604 -0.895 -2.404
H -3.477 -1.059 -2.809
*
```

Calculated values
**Electronic energy**: -617.42520 Ha
**LUMO level (spin up / spin down)**: -13.9 / -13.9 eV
**E_HOMO (spin up / spin down)**: -21.09 / -20.21 eV
**F_max**: 3.43 eV/Å
**Expectation value of S²**: 0.753

=====

A molecular structure, C3H5LiO4Sr in a non-equilibrium geometry, computed with ωB97M-V/def2-TZVPD.

```
! wB97M-V def2-TZVPD RIJCOSX def2/J DEFGRID3
* xyz 3 2
O 0.238 0.453 0.561
C -0.318 0.871 1.770
C -0.487 0.402 -0.503
O 0.500 0.991 2.709
O -1.506 1.172 1.858
C 0.017 -0.267 -1.669
Sr -1.348 1.825 4.355
H -1.413 0.991 -0.505
H -0.791 -1.098 -1.584
H 1.113 -0.267 -1.723
H -0.367 0.263 -2.562
Li 2.402 0.820 2.900
O 0.494 -3.073 -2.760
H 1.467 -3.085 -2.845
*
```

Calculated values
**Electronic energy**: -455.40827 Ha
**LUMO level (spin up / spin down)**: -12.0 / -12.0 eV
**E_HOMO (spin up / spin down)**: -19.69 / -18.81 eV
**F_max**: 2.18 eV/Å
**Expectation value of S²**: 0.753

=====

A molecular structure, C3H5MgO3 in a non-equilibrium geometry, computed with ωB97M-V/def2-TZVPD.

```
! wB97M-V def2-TZVPD RIJCOSX def2/J DEFGRID3
* xyz -1 1
H -1.774 -0.307 0.076
C -1.129 0.258 0.774
C -0.020 1.030 0.144
O 0.531 0.721 -1.181
C 1.673 0.174 -1.391
O 1.535 -0.512 -2.529
Mg -1.129 -2.359 2.692
O -0.456 -0.739 1.594
H -1.688 0.930 1.444
H 0.537 -0.436 1.319
H -0.494 1.998 -0.104
H 2.413 -0.759 -2.839
*
```

Calculated values
**Electronic energy**: -542.98594 Ha
**LUMO level**: 3.3 eV
**E_HOMO**: -2.29 eV
**F_max**: 2.80 eV/Å

=====

A gas-phase ion, C3H5N2 (charge +1) in a non-equilibrium geometry, computed with ωB97M-V/def2-TZVPD.

```
! wB97M-V def2-TZVPD RIJCOSX def2/J DEFGRID3
* xyz 1 1
H -2.490 1.188 -0.366
N -1.531 0.785 -0.470
C -1.353 -0.349 0.002
N 0.150 -0.619 -0.041
C 0.980 0.230 0.067
C 1.791 1.037 0.356
H -1.862 -1.216 0.384
H 0.723 -1.431 -0.243
H 2.085 1.606 -0.451
H 2.584 1.360 1.083
*
```

Calculated values
**Electronic energy**: -226.42002 Ha
**LUMO level**: -4.7 eV
**E_HOMO**: -16.30 eV
**F_max**: 9.86 eV/Å
**SMILES**: [H]/N=C/[NH+]=C=C

=====

2 unconnected molecules or ions with the total composition C3H5N2 in a non-equilibrium geometry, computed with ωB97M-V/def2-TZVPD.

```
! wB97M-V def2-TZVPD RIJCOSX def2/J DEFGRID3
* xyz 1 1
C -1.375 1.031 -0.121
C -1.390 -0.132 0.247
C 1.147 -0.728 -0.071
N 2.216 1.380 -0.008
N 1.631 0.388 -0.016
H -1.250 2.043 -0.331
H 1.780 2.194 0.150
H -1.671 -1.145 0.461
H 1.205 -1.151 0.825
H 1.027 -1.403 -0.910
*
```

Calculated values
**Electronic energy**: -226.33148 Ha
**LUMO level**: -6.2 eV
**E_HOMO**: -14.91 eV
**F_max**: 5.15 eV/Å

=====

A molecular structure, C3H5N2 in a non-equilibrium geometry, computed with ωB97M-V/def2-TZVPD.

```
! wB97M-V def2-TZVPD RIJCOSX def2/J DEFGRID3
* xyz 1 1
C 0.573 0.130 -0.063
C 1.989 0.087 -0.041
C -1.306 -0.542 -0.080
N -0.018 -1.093 -0.085
N -0.854 0.793 -0.209
H 2.767 0.976 -0.050
H 2.296 -0.893 0.060
H -1.962 -1.161 -0.869
H -1.900 -0.867 0.727
H -1.341 1.599 0.171
*
```

Calculated values
**Electronic energy**: -226.34953 Ha
**LUMO level (spin up / spin down)**: -8.3 / -8.3 eV
**E_HOMO (spin up / spin down)**: -15.34 / -15.34 eV
**F_max**: 4.77 eV/Å

=====

A gas-phase ion, C3H5N2O (charge -1) in a non-equilibrium geometry, computed with ωB97M-V/def2-TZVPD.

```
! wB97M-V def2-TZVPD RIJCOSX def2/J DEFGRID3
* xyz -1 1
C -1.095 0.321 -0.554
C -0.367 -0.390 0.604
N 1.034 -0.381 0.410
O 1.448 -1.687 -0.245
C 1.809 0.630 0.147
N 2.498 1.511 -0.196
H -0.987 -0.170 -1.483
H -2.166 0.109 -0.326
H -0.720 1.351 -0.543
H -0.747 0.054 1.556
H -0.706 -1.348 0.631
*
```

Calculated values
**Electronic energy**: -301.98188 Ha
**LUMO level**: 4.3 eV
**E_HOMO**: -2.58 eV
**F_max**: 3.55 eV/Å
**SMILES**: CCN([O-])C#N

=====

A gas-phase ion, C3H5N2O (charge +1) in a non-equilibrium geometry, computed with ωB97M-V/def2-TZVPD.

```
! wB97M-V def2-TZVPD RIJCOSX def2/J DEFGRID3
* xyz 1 1
C 1.161 0.893 -0.210
C -0.088 -0.764 0.975
C -0.757 0.089 -1.340
N 0.098 1.115 -1.046
N 1.098 0.075 0.808
O -0.751 -0.908 -0.586
H 0.003 -1.730 1.300
H -0.884 -0.143 1.521
H -1.515 0.135 -2.177
H 0.172 2.076 -1.447
H 1.977 -0.208 1.361
*
```

Calculated values
**Electronic energy**: -301.68521 Ha
**LUMO level (spin up / spin down)**: -5.3 / -5.3 eV
**E_HOMO (spin up / spin down)**: -13.56 / -13.56 eV
**F_max**: 5.43 eV/Å

=====

A gas-phase ion, C3H5N2O2 (charge -1) in a non-equilibrium geometry, computed with ωB97M-V/def2-TZVPD.

```
! wB97M-V def2-TZVPD RIJCOSX def2/J DEFGRID3
* xyz -1 1
N -1.582 1.189 -0.067
C -0.630 0.181 -0.638
O -0.833 -0.025 -1.836
C 0.527 -0.110 0.155
C 1.290 -1.362 -0.281
N 0.840 -2.353 0.702
O 1.473 -2.330 1.777
H -1.783 0.901 0.803
H -2.398 0.987 -0.589
H 0.919 0.204 1.197
H 0.907 -1.779 -1.266
H 2.392 -1.085 -0.339
*
```

Calculated values
**Electronic energy**: -377.22641 Ha
**LUMO level (spin up / spin down)**: 4.4 / 4.4 eV
**E_HOMO (spin up / spin down)**: -2.70 / -2.70 eV
**F_max**: 4.38 eV/Å
**SMILES**: N/C([O-])=C/CN=O

=====

A gas-phase ion, C3H5N2O2 (charge -1) in a non-equilibrium geometry, computed with ωB97M-V/def2-TZVPD.

```
! wB97M-V def2-TZVPD RIJCOSX def2/J DEFGRID3
* xyz -1 1
N -2.366 0.453 0.134
C -1.124 -0.287 0.062
O -1.100 -1.536 -0.143
C -0.020 0.540 0.370
C 1.336 -0.115 0.040
N 2.701 0.598 -0.318
O 3.648 -0.040 0.226
H -2.709 0.675 -0.804
H -3.114 -0.165 0.350
H 0.021 1.576 0.341
H 1.689 -1.084 0.678
H 1.038 -0.615 -0.937
*
```

Calculated values
**Electronic energy**: -377.20573 Ha
**LUMO level**: 3.7 eV
**E_HOMO**: -2.59 eV
**F_max**: 4.00 eV/Å
**SMILES**: N/C([O-])=C/CN=O

=====

2 unconnected molecules or ions with the total composition C3H5N2O3 in a non-equilibrium geometry, computed with ωB97M-V/def2-TZVPD.

```
! wB97M-V def2-TZVPD RIJCOSX def2/J DEFGRID3
* xyz -1 3
C 1.730 1.174 0.311
C 1.501 -0.138 0.367
C 0.108 -0.570 -0.037
N -0.825 0.548 0.113
N -2.128 0.364 -0.165
O -2.627 -0.779 -0.409
O -2.758 1.404 -0.142
O -0.300 -1.815 0.508
H 2.708 1.568 0.342
H 0.971 1.908 0.018
H 2.097 -0.987 0.519
H 0.602 -0.747 -1.423
H -1.077 -1.930 -0.002
*
```

Calculated values
**Electronic energy**: -452.25465 Ha
**LUMO level (spin up / spin down)**: 4.3 / 1.3 eV
**E_HOMO (spin up / spin down)**: -0.66 / -4.55 eV
**F_max**: 7.54 eV/Å
**Expectation value of S²**: 2.009

=====

A gas-phase ion, C3H5N2O3 (charge +1) in a non-equilibrium geometry, computed with ωB97M-V/def2-TZVPD.

```
! wB97M-V def2-TZVPD RIJCOSX def2/J DEFGRID3
* xyz 1 1
C 1.566 1.486 0.356
C -0.346 -1.021 -0.443
C 0.435 -0.630 0.826
N -1.475 -0.132 -0.756
N -1.378 1.137 -0.666
O 2.033 2.505 0.191
O -0.341 1.689 -0.266
O 1.556 0.296 0.670
H 0.337 -1.051 -1.301
H -0.750 -2.024 -0.286
H -0.230 -0.233 1.600
H 0.937 -1.525 1.202
H -2.343 -0.497 -1.126
*
```

Calculated values
**Electronic energy**: -452.15744 Ha
**LUMO level**: -4.3 eV
**E_HOMO**: -14.85 eV
**F_max**: 2.01 eV/Å

=====

2 unconnected molecules or ions with the total composition C3H5N2O9S in a non-equilibrium geometry, computed with ωB97M-V/def2-TZVPD.

```
! wB97M-V def2-TZVPD RIJCOSX def2/J DEFGRID3
* xyz -1 1
C -0.798 -1.443 -1.327
C 0.826 0.681 0.620
C 0.008 -1.407 -0.043
N 1.339 -1.836 -0.113
N -0.652 -1.522 1.245
O 2.079 -1.895 0.849
O -1.873 -1.655 1.224
O -1.716 3.373 0.709
O 1.694 -2.148 -1.262
O 0.015 -1.352 2.256
O 0.480 3.383 0.154
O -1.026 2.291 -1.352
O 1.397 1.139 -0.339
O -0.433 1.290 0.971
S -0.750 2.535 0.052
H -0.058 -1.642 -2.144
H -1.497 -0.592 -1.276
H -1.455 -2.299 -1.381
H 1.265 0.211 1.582
H 1.156 2.888 -0.426
*
```

Calculated values
**Electronic energy**: -1302.02060 Ha
**LUMO level**: 3.3 eV
**E_HOMO**: -5.40 eV
**F_max**: 5.55 eV/Å

=====

C3H5N2P in the gas phase in a non-equilibrium geometry, computed with ωB97M-V/def2-TZVPD.

```
! wB97M-V def2-TZVPD RIJCOSX def2/J DEFGRID3
* xyz 0 1
C 1.497 -0.798 -0.070
C 0.087 -0.840 -0.170
C 1.522 1.573 0.013
N 1.997 0.470 -0.182
N -0.635 0.207 -0.328
P -2.315 0.430 -0.161
H 1.972 -1.810 -0.042
H -0.414 -1.831 -0.197
H 1.290 2.518 -0.354
H -2.300 0.990 1.268
H -2.701 -0.909 0.224
*
```

Calculated values
**Electronic energy**: -568.02758 Ha
**LUMO level**: 0.1 eV
**E_HOMO**: -7.83 eV
**F_max**: 3.65 eV/Å